DFT (ωB97M-V with the def2-TZVPD basis set) results for a cluster of 11 separate species, C33H84N2O14S11 in total.

Properties
- HOMO level (eV) = -6.81
- largest force on an atom (eV Å⁻¹) = 6.36
- total charge = 0
- E (a.u.) = -6850.084297
- gap between HOMO and LUMO (eV) = 7.151

Element x y z (Å)
C (-1.632, -2.478, 2.612)
C (-2.441, -1.349, 2.264)
C (-1.923, -0.156, 1.410)
C (-2.640, -0.112, -0.018)
N (-4.096, -0.025, 0.061)
C (-4.572, 1.053, 0.600)
C (-4.849, 1.253, 2.134)
C (-4.993, 2.282, -0.289)
C (-2.289, -1.503, -0.705)
C (-2.215, -1.443, -2.295)
C (-0.708, -1.769, -2.730)
N (-0.047, -0.770, -3.585)
S (-2.953, 0.063, -3.021)
O (-4.436, -0.114, -2.891)
O (-2.684, 0.244, -4.475)
O (-2.571, 1.376, -2.091)
C (-1.929, 1.015, -0.855)
O (-1.699, 2.203, -0.134)
C (-0.393, 2.723, -0.394)
C (0.667, 2.245, 0.665)
H (-0.877, -2.376, 3.425)
H (-1.761, -3.438, 2.070)
H (-3.479, -1.357, 2.681)
H (-1.987, 0.831, 1.935)
H (-0.829, -0.355, 1.250)
H (-4.797, 2.345, 2.365)
H (-5.874, 0.836, 2.308)
H (-4.105, 0.747, 2.781)
H (-6.072, 2.495, -0.052)
H (-4.972, 2.022, -1.371)
H (-4.379, 3.175, -0.043)
H (-1.347, -1.851, -0.230)
H (-3.080, -2.235, -0.415)
H (-2.862, -2.313, -2.659)
H (-0.015, -1.963, -1.872)
H (-0.721, -2.728, -3.306)
H (-0.125, 0.178, -3.233)
H (-0.390, -0.839, -4.538)
H (-0.911, 0.610, -1.128)
H (-0.026, 2.505, -1.426)
H (-0.433, 3.839, -0.307)
H (1.621, 2.807, 0.521)
H (0.326, 2.441, 1.713)
H (0.873, 1.153, 0.602)
C (-3.673, -6.552, -4.425)
S (-3.464, -4.763, -4.436)
O (-2.417, -4.424, -3.421)
C (-5.063, -4.381, -3.696)
H (-2.763, -7.005, -4.815)
H (-3.846, -6.898, -3.405)
H (-4.514, -6.821, -5.064)
H (-5.142, -4.866, -2.721)
H (-5.863, -4.723, -4.353)
H (-5.132, -3.299, -3.572)
C (3.843, 0.808, 3.773)
S (2.280, 0.410, 4.579)
O (1.249, 0.273, 3.508)
C (2.055, 2.026, 5.341)
H (4.162, -0.059, 3.196)
H (3.709, 1.661, 3.106)
H (4.594, 1.036, 4.531)
H (2.039, 2.801, 4.573)
H (2.868, 2.212, 6.044)
H (1.105, 2.025, 5.875)
C (-0.186, -5.134, -6.727)
S (-1.139, -5.108, -8.254)
O (-2.418, -5.840, -7.999)
C (-0.051, -6.220, -9.163)
H (-0.705, -4.527, -5.984)
H (-0.099, -6.159, -6.360)
H (0.805, -4.716, -6.909)
H (0.025, -7.174, -8.639)
H (0.934, -5.762, -9.259)
H (-0.476, -6.382, -10.154)
C (2.532, 3.631, 8.888)
S (3.225, 4.658, 7.576)
O (4.354, 3.894, 6.961)
C (3.945, 5.899, 8.663)
H (2.058, 2.762, 8.433)
H (3.327, 3.303, 9.560)
H (1.785, 4.204, 9.440)
H (4.650, 5.427, 9.349)
H (3.151, 6.397, 9.222)
H (4.470, 6.634, 8.053)
C (4.904, -4.109, -6.577)
S (3.957, -4.077, -8.109)
O (2.677, -4.811, -7.854)
C (5.041, -5.192, -9.020)
H (4.382, -3.501, -5.839)
H (4.985, -5.134, -6.213)
H (5.893, -3.691, -6.758)
H (5.114, -6.147, -8.497)
H (6.026, -4.737, -9.116)
H (4.616, -5.351, -10.011)
C (-6.976, -2.782, -0.561)
S (-8.579, -1.980, -0.370)
O (-8.937, -2.036, 1.079)
C (-9.529, -3.262, -1.211)
H (-6.221, -2.167, -0.070)
H (-6.998, -3.770, -0.098)
H (-6.737, -2.868, -1.622)
H (-9.388, -4.219, -0.707)
H (-9.204, -3.331, -2.250)
H (-10.583, -2.987, -1.179)
C (-15.163, -3.128, 0.447)
S (-14.505, -2.130, -0.903)
O (-13.400, -2.909, -1.537)
C (-13.745, -0.877, 0.149)
H (-15.654, -4.001, 0.020)
H (-14.351, -3.450, 1.100)
H (-15.890, -2.541, 1.010)
H (-13.025, -1.345, 0.821)
H (-14.520, -0.367, 0.722)
H (-13.233, -0.158, -0.489)
C (6.641, -0.636, -10.673)
S (7.444, -1.516, -9.320)
O (6.387, -2.300, -8.612)
C (7.784, -0.054, -8.323)
H (6.306, -1.368, -11.407)
H (5.783, -0.080, -10.296)
H (7.357, 0.042, -11.138)
H (6.851, 0.466, -8.097)
H (8.461, 0.606, -8.866)
H (8.256, -0.373, -7.395)
C (7.640, 9.120, 9.552)
S (6.712, 9.175, 8.008)
O (5.429, 8.440, 8.233)
C (7.806, 8.073, 7.095)
H (7.109, 9.719, 10.292)
H (7.717, 8.091, 9.901)
H (8.634, 9.539, 9.392)
H (7.873, 7.114, 7.601)
H (8.795, 8.525, 7.017)
H (7.393, 7.930, 6.096)
C (11.724, 5.432, 8.398)
S (10.176, 5.223, 9.299)
O (9.284, 6.361, 8.918)
C (10.857, 5.597, 10.926)
H (11.526, 5.281, 7.338)
H (12.113, 6.438, 8.557)
H (12.445, 4.690, 8.742)
H (11.302, 6.593, 10.922)
H (11.607, 4.850, 11.185)
H (10.046, 5.564, 11.652)


DFT (ωB97M-V with the def2-TZVPD basis set) results for a cluster of 8 separate species, C33H87N11O13 in total.

Properties
- HOMO level (eV) = -8.26
- largest force on an atom (eV Å⁻¹) = 2.22
- SMILES string = COCCNCCOC.COCCNCCOC.COCCNCCOC.COCCNCCOC.COCCNCCOC.NC(N)=O.NC(N)=O.NC(N)=O
- total charge = 0
- E (a.u.) = -2889.846590
- ΔE to the lowest compared entry with this formula, charge and spin (kcal/mol) = 0.00
- gap between HOMO and LUMO (eV) = 8.388

Element x y z (Å)
C (-2.834, 2.396, 2.716)
O (-2.181, 3.400, 1.966)
C (-1.437, 4.254, 2.841)
C (-0.019, 3.815, 3.062)
N (0.578, 4.478, 4.206)
C (1.833, 3.890, 4.658)
C (3.003, 4.275, 3.780)
O (3.119, 5.676, 3.863)
C (4.270, 6.179, 3.213)
H (-2.154, 1.868, 3.383)
H (-3.172, 1.597, 2.046)
H (-3.762, 2.738, 3.185)
H (-1.936, 4.388, 3.807)
H (-1.447, 5.239, 2.358)
H (0.615, 4.015, 2.190)
H (0.001, 2.731, 3.207)
H (0.717, 5.476, 4.143)
H (1.708, 2.809, 4.726)
H (2.080, 4.308, 5.639)
H (2.932, 3.944, 2.734)
H (3.915, 3.794, 4.178)
H (5.125, 5.528, 3.422)
H (4.481, 7.136, 3.682)
H (4.131, 6.218, 2.132)
C (-0.877, -5.267, -2.907)
O (-1.035, -3.923, -3.317)
C (-0.942, -3.008, -2.256)
C (-0.879, -1.603, -2.805)
N (-2.105, -1.104, -3.472)
C (-2.458, -1.683, -4.755)
C (-3.677, -1.008, -5.336)
O (-4.842, -1.333, -4.605)
C (-5.468, -2.515, -5.044)
H (-1.623, -5.850, -3.454)
H (-1.162, -5.366, -1.857)
H (0.122, -5.634, -3.135)
H (-0.014, -3.190, -1.690)
H (-1.777, -3.134, -1.550)
H (-0.022, -1.435, -3.457)
H (-0.833, -0.882, -1.990)
H (-2.884, -1.169, -2.826)
H (-2.671, -2.760, -4.699)
H (-1.608, -1.633, -5.443)
H (-3.788, -1.287, -6.396)
H (-3.611, 0.082, -5.337)
H (-6.399, -2.657, -4.503)
H (-4.802, -3.369, -4.901)
H (-5.737, -2.391, -6.101)
C (4.711, 1.688, -1.310)
O (5.632, 2.538, -2.011)
C (6.956, 2.438, -1.539)
C (7.815, 3.430, -2.287)
N (7.672, 4.764, -1.701)
C (8.508, 5.789, -2.303)
C (7.958, 6.278, -3.652)
O (6.602, 6.651, -3.528)
C (6.446, 8.001, -3.190)
H (4.874, 0.688, -1.733)
H (3.706, 2.001, -1.566)
H (4.930, 1.654, -0.242)
H (7.342, 1.412, -1.626)
H (6.979, 2.727, -0.482)
H (7.512, 3.412, -3.345)
H (8.858, 3.111, -2.213)
H (6.709, 5.041, -1.889)
H (9.536, 5.441, -2.430)
H (8.538, 6.638, -1.609)
H (8.020, 5.399, -4.303)
H (8.496, 7.095, -4.141)
H (5.427, 8.132, -2.814)
H (6.541, 8.662, -4.059)
H (7.099, 8.333, -2.375)
C (-7.342, -2.155, 4.310)
O (-6.592, -1.337, 3.414)
C (-6.260, -1.968, 2.209)
C (-5.346, -3.178, 2.408)
N (-4.114, -2.832, 3.133)
C (-3.272, -1.842, 2.503)
C (-2.047, -1.574, 3.345)
O (-2.220, -0.462, 4.199)
C (-1.103, -0.218, 5.005)
H (-6.652, -2.621, 5.023)
H (-7.950, -2.892, 3.788)
H (-7.950, -1.476, 4.907)
H (-5.806, -1.244, 1.534)
H (-7.152, -2.332, 1.665)
H (-5.022, -3.670, 1.491)
H (-5.832, -3.916, 3.046)
H (-4.404, -2.459, 4.031)
H (-3.790, -0.859, 2.522)
H (-3.076, -1.978, 1.441)
H (-1.202, -1.330, 2.683)
H (-1.726, -2.467, 3.900)
H (-1.307, 0.638, 5.649)
H (-0.271, 0.132, 4.368)
H (-0.809, -1.096, 5.585)
C (-2.384, -9.960, -1.966)
O (-1.701, -8.899, -1.389)
C (-0.762, -9.306, -0.399)
C (0.242, -8.190, -0.243)
N (-0.321, -7.047, 0.437)
C (0.627, -5.950, 0.549)
C (-0.104, -4.731, 1.060)
O (0.716, -3.572, 1.109)
C (1.508, -3.478, 2.277)
H (-2.703, -10.704, -1.217)
H (-1.796, -10.547, -2.688)
H (-3.283, -9.617, -2.476)
H (-0.235, -10.239, -0.625)
H (-1.335, -9.444, 0.527)
H (0.698, -7.979, -1.224)
H (1.057, -8.556, 0.394)
H (-1.147, -6.715, -0.050)
H (1.073, -5.726, -0.433)
H (1.440, -6.233, 1.223)
H (-0.577, -4.887, 2.035)
H (-0.905, -4.474, 0.359)
H (2.307, -4.229, 2.275)
H (0.946, -3.573, 3.215)
H (1.962, -2.486, 2.269)
N (0.616, 1.564, 0.017)
C (1.124, 0.290, 0.152)
N (0.163, -0.698, 0.238)
O (2.323, -0.001, 0.221)
H (-0.366, 1.770, 0.062)
H (1.230, 2.356, -0.074)
H (0.502, -1.628, 0.415)
H (-0.819, -0.510, 0.117)
N (-3.776, 2.501, -0.608)
C (-2.821, 1.555, -0.942)
N (-2.023, 1.952, -1.995)
O (-2.593, 0.545, -0.256)
H (-4.511, 2.100, -0.054)
H (-3.856, 3.328, -1.159)
H (-1.233, 1.396, -2.267)
H (-2.199, 2.863, -2.359)
N (0.111, 5.624, -2.411)
C (0.031, 5.026, -1.156)
N (-1.257, 4.940, -0.630)
O (1.043, 4.612, -0.611)
H (-0.718, 5.688, -2.972)
H (1.000, 5.600, -2.874)
H (-1.357, 4.472, 0.275)
H (-2.032, 4.975, -1.259)


DFT (ωB97M-V with the def2-TZVPD basis set) results for a structure of composition C33H88AsF6O34S11V.

Properties
- HOMO level (spin up / spin down) (eV) = -11.82 / -11.82
- largest force on an atom (eV Å⁻¹) = 7.11
- total charge = +1
- spin multiplicity = 2
- E (a.u.) = -12026.743493
- gap between HOMO and LUMO (spin up / spin down) (eV) = 3.108 / 4.044

Element x y z (Å)
O (16.579, 7.631, -1.319)
V (14.972, 7.735, -1.540)
As (20.717, 7.243, -3.460)
F (21.304, 6.820, -1.736)
F (20.493, 5.486, -3.749)
F (20.229, 7.522, -5.202)
F (20.825, 9.072, -3.142)
F (22.432, 7.202, -3.964)
F (19.012, 7.321, -2.915)
O (22.538, 9.533, 4.280)
S (22.519, 8.825, 2.992)
O (21.774, 7.578, 2.736)
O (22.129, 9.869, 1.809)
C (21.891, 9.324, 0.533)
C (20.391, 9.445, 0.192)
C (24.329, 8.539, 2.568)
H (22.374, 8.370, 0.323)
H (22.356, 9.945, -0.234)
H (20.171, 10.509, 0.112)
H (19.752, 8.989, 0.948)
H (20.183, 8.995, -0.779)
H (24.755, 8.142, 3.490)
H (24.840, 9.470, 2.323)
H (24.383, 7.862, 1.715)
O (26.054, 3.648, 1.842)
S (25.170, 4.543, 1.059)
O (25.595, 5.845, 0.669)
O (24.544, 3.699, -0.244)
C (23.254, 4.172, -0.855)
C (23.029, 3.272, -2.087)
C (23.771, 4.869, 2.104)
H (23.369, 5.187, -1.235)
H (22.484, 4.189, -0.084)
H (22.858, 2.229, -1.821)
H (23.949, 3.335, -2.668)
H (22.316, 3.681, -2.802)
H (23.308, 5.742, 1.644)
H (24.179, 4.982, 3.108)
H (23.045, 4.056, 2.105)
O (21.060, 8.631, -11.145)
S (19.594, 8.696, -11.020)
O (18.751, 7.645, -11.615)
O (19.171, 8.760, -9.411)
C (19.932, 9.563, -8.497)
C (18.991, 9.862, -7.334)
C (19.061, 10.375, -11.608)
H (20.403, 10.456, -8.910)
H (20.789, 8.944, -8.231)
H (18.185, 10.533, -7.632)
H (19.351, 10.376, -6.442)
H (18.606, 8.892, -7.022)
H (19.348, 10.987, -10.754)
H (18.005, 10.274, -11.859)
H (19.679, 10.564, -12.486)
O (20.127, 1.426, -1.476)
S (19.216, 0.794, -2.521)
O (17.762, 0.892, -2.517)
O (19.803, 1.301, -3.940)
C (19.320, 2.510, -4.454)
C (20.277, 3.123, -5.454)
C (19.640, -1.007, -2.737)
H (19.157, 3.203, -3.629)
H (18.331, 2.304, -4.865)
H (20.563, 2.432, -6.247)
H (21.211, 3.185, -4.895)
H (19.932, 4.093, -5.812)
H (19.089, -1.353, -3.611)
H (19.238, -1.530, -1.870)
H (20.716, -1.081, -2.900)
O (28.994, 9.692, -2.519)
S (27.900, 9.029, -3.221)
O (27.961, 7.618, -3.623)
O (26.507, 9.301, -2.392)
C (25.275, 8.700, -2.868)
C (24.821, 7.816, -1.648)
C (27.605, 10.133, -4.604)
H (25.422, 8.143, -3.793)
H (24.489, 9.450, -2.961)
H (25.629, 7.084, -1.671)
H (23.890, 7.272, -1.809)
H (24.758, 8.334, -0.692)
H (28.513, 10.467, -5.106)
H (27.023, 11.030, -4.396)
H (27.009, 9.572, -5.324)
O (22.741, 11.283, -7.721)
S (23.221, 11.289, -6.335)
O (24.626, 11.563, -6.051)
O (22.337, 12.313, -5.378)
C (22.683, 12.391, -3.927)
C (21.481, 13.057, -3.251)
C (22.696, 9.710, -5.619)
H (23.513, 13.092, -3.834)
H (22.911, 11.441, -3.444)
H (21.672, 13.251, -2.195)
H (20.622, 12.388, -3.285)
H (21.209, 13.990, -3.744)
H (23.069, 9.529, -4.611)
H (23.030, 8.940, -6.315)
H (21.609, 9.755, -5.561)
O (15.664, 7.312, -3.722)
S (15.595, 6.767, -5.092)
O (14.501, 5.956, -5.541)
O (15.842, 8.008, -6.191)
C (15.451, 7.790, -7.492)
C (15.510, 9.064, -8.367)
C (17.088, 5.586, -5.390)
H (14.428, 7.415, -7.525)
H (16.125, 7.050, -7.924)
H (14.864, 8.996, -9.242)
H (16.509, 9.283, -8.744)
H (15.214, 10.001, -7.895)
H (16.668, 4.682, -5.831)
H (17.498, 5.449, -4.389)
H (17.773, 6.093, -6.070)
O (15.844, 12.491, -1.512)
S (16.216, 11.400, -2.404)
O (15.638, 10.077, -2.102)
O (15.902, 11.815, -3.965)
C (16.049, 13.154, -4.321)
C (15.311, 13.347, -5.628)
C (18.027, 11.191, -2.472)
H (17.120, 13.357, -4.300)
H (15.554, 13.731, -3.540)
H (14.266, 13.040, -5.662)
H (15.777, 12.864, -6.488)
H (15.241, 14.428, -5.747)
H (18.344, 10.524, -3.273)
H (18.273, 10.830, -1.473)
H (18.485, 12.180, -2.496)
O (17.388, 5.327, -0.224)
S (18.107, 5.417, 1.075)
O (17.688, 6.379, 2.072)
O (18.203, 3.903, 1.799)
C (18.754, 2.845, 0.995)
C (18.199, 1.453, 1.476)
C (19.889, 5.633, 0.639)
H (19.828, 3.023, 1.053)
H (18.464, 2.988, -0.046)
H (17.117, 1.484, 1.608)
H (18.646, 1.263, 2.452)
H (18.420, 0.687, 0.733)
H (20.072, 5.222, -0.354)
H (20.519, 5.194, 1.413)
H (20.034, 6.710, 0.553)
O (26.774, 6.305, -7.422)
S (25.569, 6.665, -6.667)
O (25.467, 8.000, -6.045)
O (24.234, 6.563, -7.716)
C (24.017, 5.357, -8.273)
C (23.820, 5.688, -9.739)
C (25.108, 5.411, -5.375)
H (23.119, 4.920, -7.836)
H (24.823, 4.640, -8.119)
H (23.571, 4.824, -10.355)
H (24.792, 6.089, -10.025)
H (23.032, 6.418, -9.923)
H (25.828, 5.380, -4.558)
H (24.995, 4.504, -5.969)
H (24.140, 5.707, -4.970)
O (17.228, 2.562, -7.614)
S (17.430, 3.496, -8.692)
O (16.390, 4.493, -8.967)
O (18.822, 4.346, -8.342)
C (19.079, 5.548, -9.020)
C (20.255, 6.183, -8.397)
C (18.008, 2.630, -10.225)
H (18.203, 6.194, -8.956)
H (19.292, 5.331, -10.066)
H (21.006, 5.480, -8.036)
H (19.988, 6.705, -7.478)
H (20.799, 6.907, -9.004)
H (18.899, 2.021, -10.067)
H (18.199, 3.343, -11.027)
H (17.197, 1.977, -10.547)